# 1
{"formula": "C31H36N3Pd", "method": "ωB97M-V with the def2-TZVPD basis set", "symbols": ["C", "C", "C", "C", "C", "Pd", "C", "C", "H", "C", "H", "H", "C", "H", "H", "H", "C", "H", "H", "H", "C", "H", "H", "H", "C", "H", "H", "H", "C", "H", "H", "H", "C", "H", "H", "H", "C", "H", "H", "H", "C", "C", "C", "C", "H", "C", "H", "C", "H", "H", "H", "N", "C", "C", "C", "C", "C", "C", "C", "N", "C", "C", "N", "C", "H", "H", "H", "H", "H", "H", "H"], "xyz": [[1.3014, -0.1023, -2.0245], [0.7602, -1.4232, -2.2071], [1.4759, -2.3298, -1.3237], [2.4359, -1.5634, -0.5887], [2.2929, -0.1763, -0.9693], [0.2133, -0.7028, -0.0248], [-0.3785, -2.4992, 2.4817], [-0.1792, -0.9917, 2.1567], [-1.0323, -0.3810, 2.5032], [1.0604, -0.3246, 1.9900], [2.0004, -0.8597, 2.1543], [1.1284, 0.7426, 2.2624], [-1.2300, -2.6516, 3.7660], [-2.2435, -2.2525, 3.6092], [-1.3202, -3.7081, 4.0659], [-0.7627, -2.0945, 4.5917], [0.9754, -3.1988, 2.6803], [1.5893, -3.1211, 1.7700], [1.5279, -2.7363, 3.5126], [0.8435, -4.2691, 2.9090], [-0.1821, -1.8321, -3.2969], [-1.0626, -1.1721, -3.3552], [0.3224, -1.7964, -4.2810], [-0.5411, -2.8617, -3.1526], [1.3038, -3.8142, -1.2914], [0.2574, -4.1033, -1.4737], [1.9220, -4.3004, -2.0692], [1.5972, -4.2416, -0.3192], [3.5266, -2.0931, 0.2845], [3.3263, -3.1192, 0.6275], [4.4753, -2.1178, -0.2845], [3.7027, -1.4628, 1.1699], [3.1742, 0.9496, -0.5083], [3.6004, 0.7402, 0.4823], [4.0085, 1.1132, -1.2108], [2.6176, 1.8969, -0.4339], [0.9491, 1.1140, -2.8163], [1.1445, 2.0407, -2.2572], [1.5419, 1.1544, -3.7472], [-0.1161, 1.1185, -3.0970], [-1.5652, -2.3501, 0.2247], [-1.1202, -3.1572, 1.2850], [-2.2760, -2.9094, -0.8672], [-1.3389, -4.5361, 1.2137], [-1.6751, -1.2377, 0.3835], [-2.5043, -4.2806, -0.9158], [-2.6526, -2.2434, -1.6504], [-2.0259, -5.0985, 0.1217], [-0.9883, -5.1983, 2.0142], [-3.0565, -4.7216, -1.7535], [-2.1986, -6.1781, 0.0899], [-3.3542, 9.7141, -0.0667], [-2.7849, 8.6547, -0.1372], [-2.1240, 7.4149, -0.1842], [-1.8675, 6.7568, 1.0218], [-1.3928, 5.4614, 1.0138], [-1.2055, 4.8609, -0.2021], [-1.2715, 5.5203, -1.4191], [-1.7770, 6.8215, -1.4111], [-0.9140, 3.5166, -0.1019], [0.4446, 3.2174, -0.3743], [0.3727, 1.9935, -0.0985], [-0.7868, 1.2822, 0.1481], [-1.5431, 2.3484, 0.3011], [-2.0680, 7.1714, 2.0020], [-1.1866, 4.8961, 1.9122], [-1.0118, 5.0334, -2.3643], [-1.9373, 7.3334, -2.3624], [1.1972, 3.8150, -0.6728], [1.1278, 1.1883, -0.0524], [-2.5422, 2.3412, 0.6178]], "atomic_forces_ev_per_a": [[0.06, -0.87, 0.32], [0.72, 0.46, 0.04], [0.22, 0.66, 0.07], [-0.27, 0.07, -0.56], [0.29, -0.65, -0.85], [0.60, -1.54, -0.34], [-0.02, -0.17, -0.72], [1.43, 0.45, 1.56], [0.36, -0.13, -0.73], [-1.33, -0.78, 2.01], [-0.43, 0.02, -0.47], [-0.25, -0.50, -0.63], [0.00, 0.32, -0.09], [0.27, -0.11, 0.07], [0.08, 0.38, -0.19], [-0.12, -0.20, -0.17], [0.15, -0.05, -0.05], [-0.22, -0.05, 0.32], [-0.17, -0.17, -0.21], [0.02, 0.44, -0.08], [-0.21, -0.11, -0.21], [0.31, -0.18, 0.00], [-0.16, 0.03, 0.41], [0.11, 0.37, -0.02], [-0.04, -0.32, 0.07], [0.34, 0.13, 0.07], [-0.21, 0.23, 0.28], [-0.08, 0.18, -0.36], [0.26, -0.18, 0.11], [0.09, 0.37, -0.16], [-0.36, 0.01, 0.23], [-0.03, -0.21, -0.30], [0.41, 0.12, -0.11], [-0.07, 0.04, -0.27], [-0.23, -0.15, 0.22], [0.68, -0.42, -0.17], [0.00, 0.26, -0.40], [0.05, -0.59, -0.50], [-0.21, -0.10, 0.28], [0.33, -0.03, 0.06], [-1.56, -0.29, -0.10], [0.25, 0.36, 0.06], [0.35, 0.25, 0.48], [-0.22, -0.32, -0.41], [-0.11, -0.96, -0.21], [0.17, -0.16, 0.03], [0.08, -0.32, 0.31], [0.15, 0.42, 0.25], [-0.16, 0.31, -0.32], [0.24, 0.19, 0.38], [0.06, 0.41, 0.02], [1.51, -2.74, -0.20], [-0.80, 1.41, -0.01], [-2.25, 4.30, -0.46], [1.37, -3.62, 3.91], [-1.40, 3.55, 1.63], [-0.75, -1.82, 1.03], [-1.20, 3.50, -2.38], [1.62, -3.40, -2.90], [0.70, -0.60, -0.77], [-4.53, 1.29, 1.03], [4.84, -10.08, 0.53], [-0.58, 4.39, 1.04], [-0.64, 1.20, -1.36], [-0.01, 0.50, -0.31], [-0.11, 0.19, 0.11], [-0.12, 0.15, 0.42], [0.14, -0.03, 0.45], [1.97, 2.24, -0.75], [-0.09, 2.37, -0.20], [-1.31, 0.24, 0.18]], "mulliken_spin": [0.1525, 0.1702, 0.1975, 0.2214, 0.1599, 0.7919, 0.0305, -0.0036, -0.0036, 0.0724, 0.0082, 0.0065, 0.0005, 0.0000, 0.0000, 0.0005, 0.0065, -0.0004, -0.0017, -0.0011, 0.0066, 0.0083, 0.0109, 0.0023, 0.0002, 0.0044, 0.0123, 0.0032, 0.0183, 0.0026, 0.0095, 0.0064, 0.0058, 0.0050, 0.0084, 0.0058, 0.0117, 0.0034, 0.0101, 0.0065, 0.0070, 0.0082, 0.0225, -0.0195, -0.0009, -0.0129, 0.0052, 0.0285, 0.0003, -0.0007, 0.0011, 0.4730, 0.0151, 0.3737, 0.2891, -0.0060, 0.4364, 0.0773, 0.1862, 0.0034, 0.0603, -0.0445, 0.0704, 0.0079, 0.0234, 0.0044, 0.0196, 0.0171, -0.0002, 0.0070, -0.0023], "homo_energy_ev": [-8.076, -11.585], "gap_ev": [6.1, 5.7], "spin_multiplicity": 5, "charge": 1}

***

# 2
{"formula": "C31H36N8O4STi", "method": "ωB97M-V with the def2-TZVPD basis set", "symbols": ["Ti", "C", "C", "N", "C", "S", "N", "N", "C", "C", "C", "C", "C", "C", "C", "N", "H", "H", "H", "H", "H", "H", "H", "H", "H", "H", "H", "H", "H", "O", "C", "O", "C", "C", "C", "C", "C", "C", "N", "O", "O", "H", "H", "H", "H", "N", "C", "C", "C", "C", "C", "N", "H", "H", "H", "H", "H", "H", "C", "N", "C", "C", "C", "C", "C", "C", "C", "C", "H", "H", "H", "H", "H", "H", "H", "H", "H", "H", "H", "H", "H"], "xyz": [[0.4998, 0.5422, -0.3597], [-0.4724, -4.6046, 0.5498], [0.0328, -3.4789, 1.4345], [1.4226, -3.1064, 1.1627], [1.8065, -2.4369, 0.0543], [3.3409, -2.4958, -0.5434], [0.7752, -1.6952, -0.5045], [1.0869, -0.9135, -1.5319], [1.1848, -1.0373, -2.7930], [1.2020, -2.3419, -3.4975], [1.1709, 0.3107, -3.4119], [1.2639, 0.5019, -4.7764], [1.2058, 1.7985, -5.2744], [1.0461, 2.8325, -4.3817], [0.9619, 2.5515, -3.0206], [1.0405, 1.3212, -2.5203], [-1.4949, -4.8681, 0.8220], [0.1441, -5.4962, 0.6607], [-0.4653, -4.3039, -0.4974], [-0.0045, -3.7771, 2.4861], [-0.5873, -2.5872, 1.3183], [2.1232, -3.7663, 1.4668], [2.2323, -2.6369, -3.7079], [0.6565, -2.2808, -4.4386], [0.7620, -3.1063, -2.8592], [1.3800, -0.3508, -5.4297], [1.2768, 1.9837, -6.3370], [0.9830, 3.8579, -4.7162], [0.8162, 3.3623, -2.3234], [-1.3261, 0.7182, -1.3854], [-1.8186, -0.1443, -0.5993], [-1.2376, -0.2630, 0.5321], [-2.9552, -0.9951, -0.9803], [-3.4362, -1.9790, -0.1162], [-4.4921, -2.7833, -0.5096], [-5.0671, -2.6157, -1.7628], [-4.5652, -1.6370, -2.6019], [-3.5176, -0.8147, -2.2415], [-5.1617, -1.4636, -3.9494], [-4.6481, -0.6348, -4.6712], [-6.1003, -2.1686, -4.2320], [-2.9779, -2.1059, 0.8550], [-4.8738, -3.5470, 0.1532], [-5.8908, -3.2298, -2.0973], [-3.1510, -0.0593, -2.9188], [-1.9736, 2.4670, 1.0523], [-0.9627, 3.2758, 0.6525], [-1.1413, 4.6740, 0.7519], [-0.0977, 5.5134, 0.4956], [1.1431, 4.9603, 0.1410], [1.2250, 3.6028, 0.0171], [0.1944, 2.7378, 0.2189], [-2.8827, 2.8787, 1.1743], [-1.9239, 1.4665, 0.9390], [-2.1061, 5.0552, 1.0568], [-0.2236, 6.5840, 0.5798], [2.0128, 5.5732, -0.0397], [2.1667, 3.1609, -0.2734], [-0.3367, 1.2359, 3.7868], [0.3335, 0.0534, 4.4073], [1.2872, 0.4664, 5.4785], [0.9440, -0.8631, 3.3513], [1.9838, -0.1935, 2.5051], [3.3132, -0.2011, 2.8978], [4.3144, 0.3653, 2.1089], [3.9978, 0.8978, 0.8829], [2.6562, 0.8704, 0.4828], [1.6365, 0.3706, 1.2661], [-0.8431, 1.7929, 4.5713], [-1.0440, 0.8707, 3.0488], [0.4264, 1.8474, 3.3123], [-0.3953, -0.4991, 4.8598], [2.0527, 1.0938, 5.0327], [1.7276, -0.4255, 5.9176], [0.7316, 1.0228, 6.2287], [0.1031, -1.1850, 2.7391], [1.3489, -1.7170, 3.8936], [3.5961, -0.6892, 3.8228], [5.3428, 0.3393, 2.4404], [4.7676, 1.2942, 0.2356], [2.4543, 1.2477, -0.5412]], "atomic_forces_ev_per_a": [[-0.35, -0.65, -0.68], [-0.05, -0.02, 0.00], [0.03, 0.08, 0.14], [-0.17, -0.20, 0.11], [-0.10, 0.12, -0.16], [0.27, 0.02, -0.11], [-0.10, 0.14, 0.14], [0.05, 0.27, -0.05], [0.00, 0.07, -0.07], [0.06, 0.15, -0.08], [0.28, -0.34, -0.16], [-0.01, -0.01, 0.20], [0.01, -0.16, -0.07], [-0.03, 0.14, 0.18], [-0.04, 0.07, -0.13], [-0.05, 0.33, -0.17], [-0.01, -0.01, -0.01], [0.01, -0.01, -0.01], [0.01, 0.01, -0.03], [-0.05, 0.00, -0.05], [0.02, -0.08, -0.04], [0.04, -0.01, 0.04], [0.02, 0.01, 0.01], [0.00, -0.03, 0.02], [0.01, 0.00, 0.03], [0.00, 0.02, -0.03], [0.00, 0.01, -0.02], [0.00, 0.01, 0.02], [0.00, 0.00, 0.07], [0.17, -0.18, 0.04], [-0.41, -0.31, -0.08], [-0.20, 0.28, 0.56], [0.04, 0.09, -0.12], [-0.01, 0.04, -0.06], [0.00, -0.02, 0.03], [0.02, 0.04, -0.03], [0.05, 0.08, -0.03], [-0.08, -0.13, 0.12], [0.10, -0.05, 0.03], [-0.02, 0.02, 0.00], [-0.04, 0.01, 0.01], [0.00, 0.00, 0.01], [0.00, 0.00, 0.01], [-0.01, 0.00, 0.00], [0.00, 0.02, -0.04], [-0.11, 0.08, 0.05], [-0.07, -0.01, -0.05], [0.02, -0.05, 0.01], [0.09, -0.05, -0.02], [-0.09, -0.09, 0.01], [0.08, 0.14, -0.04], [-0.04, 0.01, 0.09], [-0.01, -0.03, 0.01], [0.06, 0.15, 0.04], [-0.02, 0.00, 0.01], [0.00, 0.02, 0.00], [0.00, 0.01, -0.01], [-0.03, 0.05, 0.00], [0.07, -0.15, 0.13], [-0.03, 0.04, -0.04], [-0.06, -0.06, -0.10], [-0.12, 0.10, 0.09], [-0.04, 0.11, -0.04], [-0.10, -0.04, 0.04], [0.06, -0.03, 0.02], [-0.14, 0.02, -0.14], [0.25, -0.08, -0.11], [0.49, -0.05, 0.49], [-0.02, 0.03, -0.05], [-0.02, 0.07, -0.04], [-0.04, 0.02, -0.03], [0.01, -0.01, -0.02], [0.04, 0.01, 0.01], [0.03, 0.04, 0.02], [0.05, 0.01, 0.03], [0.05, -0.01, 0.00], [0.01, 0.02, -0.02], [0.00, -0.01, 0.05], [0.01, 0.00, 0.02], [-0.01, 0.01, -0.02], [0.16, -0.07, 0.05]], "lowdin_charge": [1.0770, -0.0642, -0.2546, -0.0058, -0.8909, 0.7136, -0.0061, -0.1290, -0.2009, 0.0235, -0.1768, 0.0363, -0.0033, -0.0060, -0.0722, 0.0587, 0.0783, 0.0850, 0.0675, 0.1187, 0.0721, 0.1256, 0.1076, 0.0957, 0.0897, 0.1274, 0.1303, 0.1247, 0.1031, -0.0281, -0.5584, -0.1154, -0.1100, 0.0082, -0.0233, 0.0406, -0.1068, 0.0835, -0.3483, 0.0932, 0.1152, 0.1167, 0.1207, 0.1333, 0.1347, 0.1739, -0.3375, 0.0059, -0.0257, -0.0430, -0.1559, 0.0474, 0.1243, 0.0527, 0.1245, 0.1264, 0.1191, 0.1000, 0.0220, -0.1653, 0.0248, -0.0696, -0.2266, -0.0096, -0.0313, -0.0321, -0.1794, -0.1705, 0.1154, 0.0874, 0.1075, 0.1847, 0.1064, 0.1139, 0.1126, 0.1088, 0.1426, 0.1274, 0.1253, 0.1282, 0.0842], "homo_energy_ev": -12.946, "gap_ev": 6.7, "spin_multiplicity": 1, "charge": 2}

***

# 3
{"formula": "C31H37AsGaN4O2S2", "method": "ωB97M-V with the def2-TZVPD basis set", "symbols": ["Ga", "C", "C", "C", "C", "C", "C", "N", "C", "C", "C", "C", "C", "N", "C", "C", "C", "C", "C", "C", "N", "H", "H", "H", "H", "H", "H", "H", "H", "H", "H", "H", "H", "H", "H", "H", "O", "S", "C", "C", "C", "C", "H", "H", "H", "H", "H", "H", "H", "H", "S", "C", "N", "C", "C", "C", "C", "C", "C", "H", "H", "H", "H", "H", "C", "As", "C", "C", "O", "H", "H", "H", "H", "H", "H", "H", "H", "H"], "xyz": [[0.1290, 0.4691, -0.0934], [0.8561, 3.4624, -1.9717], [0.9414, 2.1940, -2.7810], [1.1047, 2.2711, -4.1650], [1.2256, 1.1175, -4.9086], [1.2518, -0.1076, -4.2523], [1.1182, -0.1171, -2.8867], [0.9109, 1.0040, -2.1596], [1.2534, -1.3543, -2.0739], [1.8030, -2.5358, -2.5210], [1.9881, -3.5669, -1.6082], [1.6219, -3.4052, -0.2808], [1.0441, -2.2129, 0.1004], [0.8797, -1.2296, -0.7945], [0.5356, -1.9032, 1.4593], [0.5717, -2.8025, 2.4886], [0.0242, -2.4330, 3.7135], [-0.5226, -1.1792, 3.8552], [-0.5285, -0.2959, 2.7792], [-1.1206, 1.0812, 2.9375], [-0.0052, -0.6738, 1.6037], [1.8225, 3.9737, -1.9971], [0.1332, 4.1514, -2.4107], [0.5852, 3.2717, -0.9362], [1.1316, 3.2452, -4.6396], [1.3227, 1.1637, -5.9878], [1.3778, -1.0280, -4.8090], [2.1100, -2.6551, -3.5509], [2.4306, -4.5006, -1.9336], [1.7886, -4.2012, 0.4319], [1.0113, -3.7830, 2.3628], [0.0253, -3.1299, 4.5422], [-0.9543, -0.8641, 4.7977], [-0.5608, 1.6479, 3.6848], [-1.1182, 1.6443, 2.0105], [-2.1477, 1.0084, 3.2987], [-1.4406, 1.4318, -0.4654], [-2.1614, 1.9855, -1.7387], [-3.6482, 2.7859, -1.1382], [-4.5689, 2.6501, -2.3487], [-4.4808, 1.1865, -2.8447], [-3.1016, 0.6140, -2.4476], [-3.4346, 3.8156, -0.8566], [-3.9887, 2.2099, -0.2768], [-4.2475, 3.3312, -3.1394], [-5.5830, 2.9349, -2.0763], [-4.6189, 1.1521, -3.9214], [-5.2580, 0.5718, -2.3966], [-2.5395, 0.1860, -3.2779], [-3.1600, -0.1152, -1.6398], [-3.6229, -3.5681, -0.7841], [-2.1753, -2.6712, -0.5919], [-2.2638, -1.4818, -0.0818], [-3.6090, -1.2145, 0.2132], [-4.1026, -0.0507, 0.8134], [-5.4598, 0.0695, 1.0273], [-6.3478, -0.9516, 0.6483], [-5.8789, -2.1188, 0.0828], [-4.5008, -2.2381, -0.1206], [-1.2357, -3.1196, -0.9060], [-3.4140, 0.7289, 1.1202], [-5.8527, 0.9561, 1.5153], [-7.4109, -0.8243, 0.8095], [-6.5583, -2.9217, -0.1878], [2.4178, 4.1582, 1.4042], [2.8576, 2.3487, 1.0290], [4.0317, 2.1778, -0.4547], [3.7140, 1.6357, 2.5671], [1.4466, 1.4641, 0.7639], [3.3228, 4.6490, 1.7640], [1.6703, 4.1634, 2.1901], [2.0494, 4.6743, 0.5244], [4.9447, 2.7267, -0.2291], [3.5793, 2.5739, -1.3568], [4.2688, 1.1251, -0.5791], [4.6658, 2.1519, 2.6910], [3.8908, 0.5713, 2.4406], [3.0922, 1.8170, 3.4393]], "atomic_forces_ev_per_a": [[0.57, 0.10, -0.27], [-0.08, -0.14, -0.14], [0.02, 0.02, 0.13], [-0.02, 0.11, 0.02], [0.03, 0.05, -0.16], [0.07, -0.13, -0.24], [-0.09, -0.02, 0.33], [-0.10, 0.01, -0.03], [-0.09, 0.25, 0.14], [0.08, -0.24, -0.12], [0.04, -0.08, -0.09], [0.12, -0.26, 0.00], [-0.18, 0.29, 0.01], [-0.11, 0.00, 0.03], [-0.08, 0.22, -0.25], [0.08, -0.30, 0.23], [0.00, -0.09, 0.10], [-0.07, 0.02, 0.18], [0.00, 0.24, -0.21], [0.14, -0.28, 0.03], [-0.31, 0.25, 0.13], [-0.04, -0.01, -0.01], [0.02, -0.03, 0.01], [-0.04, -0.04, 0.01], [-0.01, -0.07, 0.02], [0.00, 0.00, 0.09], [0.00, 0.09, 0.04], [0.01, 0.00, 0.06], [0.00, 0.04, 0.01], [-0.03, 0.03, -0.06], [-0.05, 0.06, 0.01], [0.02, 0.03, -0.02], [0.01, -0.03, -0.06], [0.00, -0.05, -0.02], [-0.01, 0.06, -0.12], [0.03, -0.03, -0.01], [0.04, -0.09, 0.44], [0.12, -0.06, -0.19], [-0.09, 0.11, 0.02], [0.05, -0.17, -0.06], [0.10, 0.18, 0.05], [-0.06, -0.06, -0.08], [0.07, -0.04, -0.01], [-0.02, 0.06, -0.09], [-0.03, 0.03, 0.04], [0.00, -0.01, 0.00], [0.00, -0.04, -0.03], [-0.01, -0.01, 0.09], [0.02, 0.11, 0.02], [-0.03, 0.14, -0.24], [0.01, -0.13, -0.09], [0.07, -0.09, -0.09], [-0.21, -0.13, 0.00], [0.17, -0.07, 0.30], [0.04, 0.03, 0.14], [-0.02, 0.03, 0.03], [0.04, -0.02, -0.04], [-0.06, -0.02, 0.00], [-0.06, 0.00, -0.05], [-0.13, 0.10, 0.03], [-0.03, -0.10, 0.01], [0.03, -0.07, -0.07], [0.06, -0.02, 0.04], [0.10, 0.12, 0.03], [0.14, 0.06, -0.02], [0.12, 0.02, 0.09], [0.10, 0.02, 0.01], [0.07, 0.02, 0.02], [-0.40, 0.07, -0.04], [-0.02, 0.05, 0.00], [-0.11, 0.04, 0.09], [-0.04, 0.02, -0.06], [0.05, 0.02, -0.04], [-0.04, 0.02, -0.07], [0.04, -0.08, -0.05], [0.03, -0.02, 0.04], [0.00, -0.05, -0.01], [-0.04, -0.02, 0.06]], "lowdin_charge": [0.3662, -0.0338, -0.3042, 0.0231, 0.0162, 0.0295, -0.1788, 0.1124, -0.1488, 0.0486, 0.0321, 0.0407, -0.1736, 0.1239, -0.1804, 0.0382, 0.0221, 0.0306, -0.2417, 0.0056, 0.1086, 0.0954, 0.0999, 0.0498, 0.1407, 0.1388, 0.1302, 0.1322, 0.1413, 0.1318, 0.1285, 0.1384, 0.1420, 0.1058, 0.0515, 0.1031, -0.4693, 1.1108, -0.2748, -0.1943, -0.1668, -0.2622, 0.1136, 0.0813, 0.1230, 0.1344, 0.1216, 0.1197, 0.1038, 0.0557, 1.1388, -0.4573, 0.0227, -0.3402, -0.0513, -0.0547, -0.0466, -0.0505, -0.4583, 0.0730, 0.0897, 0.1200, 0.1231, 0.1277, -0.1596, 1.0791, -0.1588, -0.1652, -0.3998, 0.0685, 0.0591, 0.0414, 0.0677, 0.0316, 0.0581, 0.0662, 0.0561, 0.0574], "homo_energy_ev": -15.795, "gap_ev": 7.0, "spin_multiplicity": 1, "charge": 3}

***

Across the entries above, ΔE to the lowest compared entry with this formula, charge and spin takes the values 0.000 2.008 0.743 eV, respectively.
Across the entries above, energy takes the values -40666.973 -86778.772 -177668.614 eV, respectively.